Entry 1:
The molecule C5H5N at a distorted geometry, computed with the ωB97M-V functional and the def2-TZVPD basis.

The geometry in XYZ format:
```
11
Properties=species:S:1:pos:R:3:mulliken_charge:R:1
C -0.892 -0.938 2.271 0.159
C -0.760 0.085 -1.546 -0.637
C 0.750 0.509 1.379 -0.622
C -0.778 -0.483 -0.297 -0.173
C -0.265 -0.298 1.180 0.545
N -1.082 -1.392 3.313 -0.413
H -0.307 1.117 -1.763 0.211
H -1.239 -0.491 -2.315 0.250
H 0.934 1.111 0.478 0.192
H 1.202 0.425 2.303 0.362
H -1.424 -1.454 -0.376 0.126
```

Results
LUMO, eV: -0.07
HOMO, eV: -9.76
SMILES: C=CC(=C)C#N
HOMO-LUMO gap, eV: 9.6877

***

Entry 2:
C5H5N as an isolated structure at a distorted geometry, computed with the ωB97M-V functional and the def2-TZVPD basis.

The geometry in XYZ format:
```
11
Properties=species:S:1:pos:R:3:mulliken_charge:R:1
C -0.259 1.278 0.028 -0.091
C -1.235 0.319 0.012 -0.283
C -0.863 -1.054 -0.042 -0.058
N 0.356 -1.490 0.153 -0.521
C 1.294 -0.507 0.243 -0.069
C 1.139 0.874 0.041 -0.754
H -0.562 2.328 0.123 0.367
H -2.291 0.574 0.011 0.334
H -1.618 -1.817 -0.222 0.374
H 2.302 -0.814 0.511 0.486
H 1.720 0.239 -0.879 0.215
```

Results
LUMO, eV: -0.01
HOMO, eV: -8.56
HOMO-LUMO gap, eV: 8.5589

***

Entry 3:
C5H5N as an isolated structure, computed with the ωB97M-V functional and the def2-TZVPD basis.

The geometry in XYZ format:
```
11
Properties=species:S:1:pos:R:3:mulliken_charge:R:1
C -0.822 -0.526 -0.866 -0.225
C 0.110 -1.375 -0.421 -0.809
C 0.930 -0.255 0.138 0.485
N 0.700 0.084 1.553 -0.616
C -0.141 0.972 1.165 -0.105
C -0.256 0.757 -0.319 -0.606
H -1.688 -0.664 -1.497 0.405
H 0.147 -2.457 -0.348 0.373
H 1.903 0.020 -0.242 0.346
H -0.518 1.791 1.774 0.375
H -0.374 1.658 -0.935 0.377
```

Results
LUMO, eV: 0.98
HOMO, eV: -9.50
HOMO-LUMO gap, eV: 10.4857

***

Entry 4:
The molecule C5H5N at a distorted geometry, computed with the ωB97M-V functional and the def2-TZVPD basis.

The geometry in XYZ format:
```
11
Properties=species:S:1:pos:R:3:mulliken_charge:R:1
C 1.287 -1.299 0.299 -0.175
C 0.835 -0.230 -0.710 -0.053
C 1.027 -2.048 1.301 -0.412
C -0.226 0.617 -0.270 0.512
C -1.635 0.868 0.080 -0.898
N 0.903 1.138 -0.149 -0.557
H 2.313 -1.180 0.822 0.249
H 1.158 -0.467 -1.640 0.438
H -1.977 -0.029 0.729 0.265
H -2.110 0.821 -0.914 0.265
H -1.574 1.808 0.452 0.366
```

Results
LUMO, eV: 0.44
HOMO, eV: -10.37
HOMO-LUMO gap, eV: 10.8093

***

Entry 5:
C5H5N as an isolated structure at a distorted geometry, computed with the ωB97M-V functional and the def2-TZVPD basis.

The geometry in XYZ format:
```
11
Properties=species:S:1:pos:R:3:mulliken_charge:R:1
C 0.648 -0.679 0.217 -0.310
C -0.387 0.153 0.967 -0.059
C -1.244 -1.027 0.714 -0.533
N -0.153 -0.254 -1.155 -0.520
C 1.067 0.361 -0.733 -0.408
C -0.181 1.010 -0.311 0.000
H 1.133 -1.608 0.506 0.498
H -0.225 0.484 1.997 0.432
H -1.955 -0.850 -0.106 0.141
H 1.893 0.465 -1.414 0.389
H -0.595 1.944 -0.679 0.370
```

Results
LUMO, eV: 0.64
HOMO, eV: -8.17
HOMO-LUMO gap, eV: 8.8081

***

Entry 6:
C5H5N as an isolated structure at a distorted geometry, computed with the ωB97M-V functional and the def2-TZVPD basis.

The geometry in XYZ format:
```
11
Properties=species:S:1:pos:R:3:mulliken_charge:R:1
C -1.257 1.747 2.934 -0.367
C -1.621 1.458 1.741 0.122
C -0.381 0.043 -0.325 0.572
C -1.886 0.660 0.720 -0.327
C 0.531 -0.952 0.329 -0.959
N -0.564 0.394 -1.453 -0.525
H -2.786 0.441 0.275 0.364
H 0.866 -0.601 1.362 0.280
H 1.311 -1.017 -0.397 0.324
H 0.016 -1.996 0.662 0.253
H 0.173 0.019 -2.166 0.261
```

Results
LUMO, eV: -1.24
HOMO, eV: -9.06
HOMO-LUMO gap, eV: 7.8204

***

Entry 7:
An isolated ion of composition C5H5N2OS3 and charge +1 at a distorted geometry, computed with the ωB97M-V functional and the def2-TZVPD basis.

The geometry in XYZ format:
```
16
Properties=species:S:1:pos:R:3:mulliken_charge:R:1
C 0.362 -0.558 -0.888 -0.007
C -0.498 1.593 -1.421 1.035
C -0.868 1.746 -0.095 0.005
C -0.772 2.455 -2.471 -0.585
C -0.575 0.754 0.983 -0.699
N 0.246 0.382 -1.764 -0.055
N -0.107 -0.485 0.315 -0.136
O -2.585 2.647 1.584 -0.498
S -0.432 2.577 -4.009 -0.095
S -2.661 3.581 -1.332 -0.173
S -1.775 3.236 0.568 0.510
H 0.965 -1.401 -1.145 0.392
H 0.293 1.046 1.472 0.309
H -1.424 0.661 1.561 0.532
H 0.420 0.060 -2.713 0.279
H 0.013 -1.279 0.862 0.188
```

Results
Total charge: +1
LUMO, eV: -5.73
HOMO, eV: -12.51
HOMO-LUMO gap, eV: 6.7766

***

Entry 8:
The molecule C5H5N3 at a distorted geometry, computed with the ωB97M-V functional and the def2-TZVPD basis.

The geometry in XYZ format:
```
13
Properties=species:S:1:pos:R:3:mulliken_charge:R:1
C -3.112 -1.341 -1.250 0.193
C -2.044 -0.941 -0.859 -0.602
C -0.873 -0.346 -0.295 -0.058
C 1.439 0.886 0.879 -0.447
C 2.080 -0.464 1.003 0.327
H -4.016 -1.801 -1.619 0.402
H -0.377 -0.898 0.534 0.308
H 0.912 2.057 -0.732 0.259
H 2.261 1.618 0.992 0.355
H 0.664 0.986 1.693 0.285
N -0.356 0.678 -0.872 -0.418
N 0.872 1.108 -0.476 -0.184
N 2.550 -1.542 1.002 -0.421
```

Results
LUMO, eV: 0.56
HOMO, eV: -9.13
SMILES: C#C/C=N/NCC#N
HOMO-LUMO gap, eV: 9.6904